{
  "formula": "C44H99N3OP",
  "method": "ωB97M-V/def2-TZVPD",
  "species": ["C", "H", "H", "H", "C", "O", "H", "C", "C", "H", "H", "C", "H", "C", "C", "H", "H", "H", "C", "H", "C", "C", "H", "H", "C", "H", "C", "H", "H", "H", "H", "C", "H", "H", "H", "H", "C", "C", "H", "H", "C", "P", "H", "C", "N", "H", "C", "H", "H", "H", "C", "C", "H", "H", "C", "H", "H", "C", "H", "H", "H", "H", "C", "H", "H", "H", "C", "C", "H", "H", "H", "H", "C", "H", "H", "H", "H", "C", "H", "H", "H", "H", "H", "H", "H", "C", "C", "C", "C", "H", "H", "C", "H", "C", "C", "H", "N", "H", "C", "H", "C", "C", "H", "H", "H", "H", "H", "H", "H", "H", "H", "H", "H", "H", "H", "C", "H", "H", "H", "H", "N", "H", "H", "H", "H", "H", "H", "H", "H", "H", "H", "C", "H", "C", "H", "H", "C", "H", "C", "H", "H", "H", "C", "H", "C", "H", "H", "H"],
  "coordinates": [[-10.619806, -5.421952, -1.823311], [-5.901353, -1.264662, -2.463504], [7.910294, -1.835588, -2.219866], [-10.125217, -1.584674, -5.564833], [-8.911160, -3.636507, -2.816544], [2.353475, 1.331816, 0.730014], [1.363502, 10.104559, 1.244755], [0.352174, 7.134961, 2.968869], [-11.106227, -5.765222, -0.421015], [-8.588013, 0.105012, 1.844185], [3.997720, -5.401006, -5.008792], [-8.222297, -1.187083, -4.386035], [7.680485, -1.289623, 7.341509], [-8.475265, 1.679624, 0.422904], [7.402462, 1.561299, 5.316114], [6.959830, -5.667466, 3.508562], [-8.657495, -1.761907, 0.336258], [10.536060, -1.116262, -3.042059], [5.867574, -4.059902, -4.708573], [-11.393131, -5.356149, -2.588650], [-8.834218, 0.244084, 0.791493], [2.984827, 7.687761, 0.345694], [-8.141802, -4.357712, -3.092326], [4.471236, -3.812196, 5.928855], [-1.748709, 6.142653, 4.083460], [6.673915, 0.497417, -5.557579], [-4.821027, -4.076505, -1.444088], [-0.266054, 9.711131, 1.510067], [-0.282303, 7.911864, 0.128048], [-7.519485, 1.854610, -0.071002], [-6.042749, -2.657410, -0.399044], [-8.288048, -0.846829, -0.126587], [6.144923, -2.597331, -3.131129], [-5.897754, -2.696745, -3.373813], [4.201624, -2.324504, 5.110306], [-1.309907, 6.267891, 5.073348], [8.125459, -4.655601, 4.944959], [7.398047, -2.050415, -4.720964], [-10.488790, -3.331856, -1.377953], [-3.898704, -3.917078, 0.382228], [7.748293, -0.798019, -2.511946], [-8.137344, -2.011636, -2.797682], [6.076071, -2.868000, 3.068578], [-9.750510, -0.836677, -4.866129], [7.668578, -0.687899, -4.074337], [6.925421, 1.305989, -4.054957], [7.148662, -0.813132, 6.517976], [-7.768277, -1.817017, -5.150980], [7.666918, 1.129034, 4.351060], [8.433402, -5.688986, 5.104261], [7.197954, -4.057661, 6.017701], [6.577878, 0.364368, -4.479998], [7.887692, -4.369414, 2.766183], [-11.721903, -6.664292, -0.394099], [9.945775, -0.212806, -3.195124], [-10.564650, 0.429112, -6.289336], [9.058366, -4.094446, 4.891336], [9.108071, -0.315468, -4.430623], [5.162296, -4.164023, 3.811606], [0.916083, 7.360155, 3.874068], [2.630478, 6.861736, 2.332349], [-11.055557, 1.299454, -3.941246], [-10.328887, 1.717010, -4.638158], [1.743254, 8.960417, -0.942638], [7.814536, 1.031267, 7.427074], [-10.469592, -1.041541, -4.072993], [1.520566, 0.235876, 0.343725], [2.588499, 7.827784, 1.829276], [-10.882291, 2.489162, -5.172603], [-9.592183, 2.216818, -4.009195], [-1.561311, 6.858240, 2.026562], [0.646698, 6.118560, 2.707545], [6.060600, -2.626221, -4.217470], [10.701297, 0.557839, -3.348057], [-8.728716, 2.343597, 1.249333], [9.395378, -0.215578, -1.172121], [4.077383, -4.597581, -3.499455], [7.294941, -4.638676, 3.640398], [0.556539, 6.458402, 0.275859], [-3.282266, -5.310144, -0.361836], [-4.936666, -5.496413, 0.080010], [6.388692, -4.712288, 6.341236], [9.029524, 0.722020, -4.755507], [2.935090, 8.756320, 2.282927], [6.158851, -0.613276, 6.928374], [-8.940489, -0.950323, -1.524011], [0.707515, 7.532648, 0.382132], [7.007764, -1.621569, 5.192272], [4.903012, -2.822534, 5.779731], [6.271726, -4.317560, -5.687531], [3.186208, 6.619456, 0.266445], [-6.117074, -3.251963, -1.309591], [-2.808711, 6.230177, 4.321864], [-1.587050, 4.677543, 3.714275], [8.929601, 0.038370, -2.124304], [-0.550744, 4.388586, 3.539113], [1.053476, 7.978785, 1.817601], [8.041654, -1.868066, 4.950571], [-9.845604, 0.567616, -5.481954], [6.812964, -0.404340, -2.114121], [0.733505, 9.480368, 1.878465], [4.329991, -4.468816, -4.551936], [-9.051067, -4.324060, -0.794014], [9.525891, -0.868071, -5.272146], [-1.943486, 4.084596, 4.556569], [-10.018230, -1.100161, -1.459916], [0.540543, 0.554507, -0.011439], [3.964170, 8.133456, 0.171471], [6.323640, -4.808841, -4.061122], [7.857830, 2.543844, 5.439980], [-8.785985, 0.022682, -1.990389], [-2.192104, 4.291128, 2.894090], [-10.354348, -5.871082, 0.361027], [-7.673645, -0.259971, -4.220024], [-9.905187, 0.046519, 0.837058], [-1.197938, 7.053795, 3.035429], [8.254798, -2.641584, -4.397531], [-7.198369, -0.865267, -0.106867], [-11.721716, -4.943919, -0.053978], [-9.174675, 2.004656, -0.347343], [6.308908, -3.021748, 5.232965], [-9.552392, -3.532313, -3.691807], [-9.996424, -6.233023, -2.199670], [2.098598, 7.433647, -1.456067], [8.956336, 0.410448, 6.442105], [-8.896396, 0.945783, -5.861586], [-4.887045, -4.686014, -2.345332], [4.982931, -2.363885, 6.765306], [-3.988334, -3.404547, -1.651980], [6.537283, -1.102545, 4.357176], [1.359640, -0.611702, 1.009917], [-4.210921, -4.751337, -0.245972], [2.008232, -0.290133, -0.477005], [1.867233, 7.959323, -0.529665], [-1.626576, 8.043395, 3.193678], [7.623684, -3.554218, 6.885687], [-9.722315, -4.069903, -1.614339], [7.348580, -1.942032, -5.804424], [7.879086, 0.576600, 6.438533], [3.673436, -3.694883, -4.949521], [6.321313, 1.695492, 5.281309], [-6.954286, -3.919604, -1.106046], [-6.350467, -2.257602, -2.484838], [0.911519, 9.856390, 2.885944], [6.133297, -3.668816, 3.805808], [8.758242, 1.106289, -1.989035], [5.581066, 0.235116, -4.058371], [5.290175, -1.973248, -4.627555]],
  "forces_ev_per_angstrom": [[2.1, 0.7, 0.6], [0.2, 0.0, 0.7], [-0.1, 0.0, -0.3], [0.7, 0.0, -0.5], [-0.3, 0.1, -0.9], [-1.2, -1.5, 0.1], [0.5, -0.7, -0.2], [0.4, -0.8, -1.2], [-1.0, 0.1, 0.1], [0.7, -0.6, -0.1], [0.6, 0.0, -0.3], [-2.5, 0.1, -0.3], [0.0, -0.8, -0.4], [-1.6, 0.1, -0.9], [0.4, -1.1, 0.6], [-0.3, 0.2, -0.3], [0.6, -0.4, 0.4], [-0.2, -0.3, 0.3], [-2.1, -1.5, 0.8], [-0.3, 0.6, 0.3], [0.0, 0.1, 0.0], [2.8, -1.2, 2.3], [0.0, -0.1, 0.0], [0.1, -0.1, 0.0], [-0.2, -1.8, 0.4], [-0.5, -0.3, 0.0], [1.3, 1.0, -1.7], [-0.2, -0.5, 0.5], [0.2, 0.4, 0.0], [0.4, -0.2, 0.8], [0.0, 0.0, 0.2], [-0.7, -1.4, 0.8], [-0.8, 0.0, 0.0], [-0.4, -0.1, -0.4], [0.7, 0.5, -0.1], [0.5, 0.4, -0.1], [-0.1, 0.4, 0.1], [-0.8, 0.2, 1.0], [0.4, 0.2, 0.4], [-0.7, -0.5, 1.0], [-0.7, 0.6, -0.5], [0.5, -0.3, 1.0], [0.2, 0.0, 0.1], [1.5, -0.3, 0.7], [-0.4, -0.8, 0.6], [0.1, 0.0, 0.1], [-1.0, 0.9, 0.1], [0.3, 0.2, 0.1], [0.2, 0.3, -0.1], [-0.2, 0.1, 0.6], [-1.7, 0.4, -0.9], [2.2, 0.4, 0.3], [0.1, -0.1, 0.1], [0.0, 0.0, -0.1], [0.9, -0.9, -0.5], [0.3, 0.4, -0.3], [-0.1, 0.2, -0.1], [-0.5, 2.2, -1.4], [0.1, 0.0, 0.1], [-0.5, 0.5, 0.1], [1.3, 0.5, 0.5], [-0.3, 0.2, 0.3], [-1.2, -0.2, 1.5], [0.1, 0.5, 0.7], [-0.7, 0.1, 0.1], [0.0, 0.7, 0.6], [2.0, 1.9, -0.2], [-1.8, 0.1, -0.3], [0.3, -0.1, -0.3], [0.3, -0.1, -0.2], [0.0, -0.7, 0.0], [0.3, -0.1, -0.1], [1.6, -0.1, -0.7], [-0.2, 0.2, 0.2], [0.7, 0.1, 0.0], [-0.5, -0.4, 0.2], [0.2, 0.3, 0.1], [0.4, -0.1, -0.1], [0.4, -0.2, 0.8], [0.0, 0.1, -0.9], [0.1, 0.3, 1.2], [0.6, -0.6, 0.3], [-0.1, 0.0, -0.5], [0.5, -0.7, 0.5], [-0.2, 0.1, -0.1], [1.3, 1.4, -0.5], [-1.3, -0.5, -0.8], [1.2, -0.8, 0.4], [0.5, -1.1, 0.9], [-0.2, 0.6, -0.3], [0.1, -0.1, -0.3], [1.0, 0.6, 1.1], [-0.1, 0.8, -0.6], [0.1, -0.9, 0.6], [1.2, 0.7, 1.1], [0.0, -0.1, -0.1], [-1.0, 1.1, -1.3], [0.0, 0.0, -0.6], [-0.2, 0.1, -0.6], [0.0, -0.4, 0.0], [-0.1, -0.1, 0.2], [0.5, 0.5, -0.3], [-0.3, 0.4, 0.2], [-0.4, -0.3, 0.2], [0.2, -0.1, 0.2], [0.1, -0.2, -0.1], [-0.6, 0.1, -0.1], [-0.3, 0.4, -0.2], [0.6, 0.4, 0.2], [0.1, -0.1, -0.1], [-0.3, 0.4, -0.2], [0.0, 0.6, -0.4], [0.5, -0.1, -0.4], [0.1, 0.0, -0.3], [-0.4, 0.6, -0.3], [0.3, 2.7, -0.7], [-0.1, -0.3, -0.3], [0.0, 0.1, -0.4], [-0.3, 0.0, 0.0], [-0.2, 0.1, -0.2], [-0.3, 1.0, -0.4], [-0.3, -0.3, -0.2], [0.4, 0.0, 0.1], [-1.0, -0.7, 0.1], [0.2, -0.1, -0.8], [0.2, -0.8, -0.6], [-0.1, -0.4, 0.1], [-0.2, 0.2, -0.3], [-0.3, 0.7, -0.8], [0.0, 0.3, 0.3], [-0.2, -0.1, 1.2], [-0.8, -0.6, 0.3], [0.0, -0.3, -1.0], [-1.4, 1.2, -1.1], [0.2, 0.4, 0.3], [0.2, -0.1, -0.3], [-1.4, -1.9, -0.8], [0.4, 0.2, 0.1], [-0.3, 0.0, -0.5], [0.0, 0.1, 0.0], [-0.1, -0.1, 0.3], [-0.1, 0.0, -0.4], [-0.6, -0.8, 0.1], [-0.3, -0.3, 0.1], [0.3, 0.5, 1.1], [-0.6, 0.0, -0.4], [0.2, -0.8, -0.3], [-0.3, -0.2, 0.4]],
  "lowdin_charge": [-0.212, 0.103, 0.136, 0.104, -0.283, -0.554, 0.107, -0.059, -0.124, 0.111, 0.070, -0.240, 0.109, -0.100, -0.088, 0.119, 0.106, 0.126, -0.218, 0.108, -0.258, -0.182, 0.110, 0.102, -0.259, 0.113, -0.283, 0.106, 0.127, 0.076, 0.098, -0.240, 0.109, 0.099, 0.121, 0.117, -0.133, -0.121, 0.102, 0.083, -0.078, 1.000, 0.130, -0.192, -0.216, 0.101, -0.176, 0.102, 0.059, 0.123, -0.043, 0.055, 0.117, 0.079, -0.166, 0.112, 0.113, -0.115, 0.126, 0.139, 0.130, 0.068, -0.113, 0.121, 0.106, 0.091, -0.465, -0.057, 0.082, 0.069, 0.116, 0.116, -0.190, 0.134, 0.079, 0.129, 0.069, -0.143, 0.144, 0.079, 0.079, 0.129, 0.130, 0.131, 0.099, -0.236, -0.093, -0.083, 0.009, 0.109, 0.128, -0.228, 0.118, -0.109, -0.169, 0.072, -0.220, 0.128, -0.268, 0.138, 0.018, -0.088, 0.096, 0.143, 0.077, 0.103, 0.017, 0.134, 0.103, 0.073, 0.082, 0.080, 0.076, 0.093, 0.112, -0.192, 0.139, 0.101, 0.073, 0.062, -0.236, 0.097, 0.100, 0.134, 0.102, 0.108, 0.111, 0.099, 0.107, 0.129, 0.008, -0.107, 0.003, -0.172, 0.111, 0.127, -0.221, 0.142, -0.225, 0.064, 0.074, 0.089, -0.246, 0.112, -0.069, 0.129, 0.110, 0.112],
  "homo_lumo_gap_ev": 3.99,
  "total_charge": 3,
  "e_above_lowest_kcal_mol": 53.8,
  "e_homo_ev": -8.62,
  "lumo_ev": -4.624
}